17
Properties=species:S:1:pos:R:3:forces:R:3:mulliken_charge:R:1 method="wB97M-V/def2-TZVPD" homo_energy_ha=-0.2645 de_lowest_ev=2.731 homo_lumo_gap_ev=8.018 max_force_ev_per_a=1.7 total_energy_ha=-401.0764 lumo_ev=0.82 mol_weight_g_mol=115.132
C 1.94413 -0.25852 1.01518 -0.1 -0.5 0.5 -1.416
C -2.46643 -0.61977 -0.31269 0.2 -0.2 0.0 -1.202
C -0.14950 0.57599 -0.24844 -1.1 -0.7 0.0 -0.491
C 1.11053 -0.20039 -0.22785 -0.9 -1.1 -0.3 1.670
C -0.98244 -0.50143 -0.29344 0.6 1.6 0.1 0.279
N -0.25383 1.93002 0.10906 0.1 0.3 -0.1 -0.569
O 1.76163 -0.31055 -1.39810 0.0 -0.1 0.0 -0.471
O -0.17236 -1.56034 -0.27915 1.4 0.5 0.2 -0.627
H 2.46619 -0.97043 -1.32926 0.0 0.2 0.1 0.361
H -1.14024 2.18281 0.52413 0.1 -0.1 -0.1 0.221
H -0.02153 2.57102 -0.63878 -0.2 0.0 0.0 0.218
H 1.59139 0.46539 1.74880 -0.1 0.1 -0.1 0.339
H 1.83144 -1.24732 1.46263 0.1 0.0 0.0 0.354
H 3.00228 -0.06430 0.83546 -0.1 -0.1 -0.2 0.415
H -2.77288 -1.18276 -1.19640 0.0 0.0 0.0 0.313
H -2.81365 -1.17378 0.56147 0.0 0.0 0.0 0.310
H -2.93473 0.36434 -0.33261 0.0 0.0 0.0 0.296

17
Properties=species:S:1:pos:R:3:forces:R:3:mulliken_charge:R:1 method="wB97M-V/def2-TZVPD" homo_energy_ha=-0.2726 de_lowest_ev=6.205 homo_lumo_gap_ev=3.489 max_force_ev_per_a=4.4 total_energy_ha=-400.9487 lumo_ev=-3.93 mol_weight_g_mol=115.132
O -2.94329 0.86942 0.06605 -0.7 -3.0 -0.8 -0.716
C -2.95341 -0.39858 0.38472 2.2 3.3 1.6 0.100
O -2.19120 -0.76426 1.34211 -1.2 -1.2 -1.3 -0.650
C 0.56478 -0.54652 0.27896 1.6 -0.2 0.1 -0.299
C 1.64905 0.57212 0.40040 -2.0 -1.8 -2.5 -0.120
C 2.94949 0.72164 -0.24294 -1.0 2.6 3.5 -0.097
C 3.54552 -0.05795 -1.12532 -1.7 -1.8 -0.7 -0.596
N -0.28192 -0.30682 -0.91088 1.0 1.2 1.3 -0.358
H -3.52386 -1.15606 -0.22210 0.1 0.5 0.5 0.332
H 0.02412 -0.45555 1.19834 -1.2 0.1 0.6 0.279
H 0.29000 0.28403 -1.50233 -0.6 0.1 -0.8 0.266
H 1.15350 1.45441 0.80263 0.5 0.2 0.1 0.387
H 3.41088 1.67299 0.17184 -0.1 -1.2 -1.1 0.259
H 4.43376 0.20544 -1.60413 1.4 0.4 -0.5 0.317
H 3.05307 -0.96848 -1.50036 0.2 0.4 0.3 0.261
H -1.22854 0.10739 -0.70970 0.8 0.1 0.1 0.292
H 0.90379 -1.58200 0.30185 0.6 0.1 -0.3 0.342

17
Properties=species:S:1:pos:R:3:forces:R:3:mulliken_charge:R:1 method="wB97M-V/def2-TZVPD" homo_energy_ha=-0.3362 de_lowest_ev=3.235 homo_lumo_gap_ev=10.091 max_force_ev_per_a=4.2 total_energy_ha=-401.0579 lumo_ev=0.94 mol_weight_g_mol=115.132
C 1.66691 0.58429 0.06345 -1.6 0.1 1.8 -0.288
O 0.63319 1.46336 0.61897 0.8 -0.5 -1.5 -0.446
C -0.51597 1.58645 -0.19849 -0.9 -0.9 -0.6 -0.464
C -1.41768 0.34828 -0.15234 0.8 -1.2 1.7 -0.232
N -1.37169 -0.46807 1.14886 -1.8 -0.1 -2.1 -0.707
C -0.86995 -1.06589 -0.09320 0.9 2.1 0.2 0.022
C 0.57792 -1.52205 -0.15693 -0.2 -4.0 -1.4 -0.494
O 1.44476 -0.73453 0.52463 1.8 1.5 0.6 -0.360
H 2.55783 0.94674 0.58386 0.1 -0.3 -0.6 0.219
H 1.66191 0.60884 -1.03085 0.2 0.2 0.0 0.392
H -1.11261 2.42476 0.21839 0.6 -0.2 -0.6 0.366
H -0.29059 1.65435 -1.30448 0.2 0.8 1.1 0.240
H -2.42412 0.47068 -0.58601 0.6 0.0 0.3 0.418
H -0.62353 -0.12015 1.69548 1.1 0.4 0.5 0.331
H -1.52991 -1.74380 -0.52449 -1.0 -1.4 -0.5 0.489
H 1.03786 -1.87577 -1.25352 -1.5 1.3 2.3 0.241
H 0.57568 -2.55750 0.44666 0.1 2.1 -1.3 0.275

17
Properties=species:S:1:pos:R:3:forces:R:3:mulliken_charge:R:1 method="wB97M-V/def2-TZVPD" homo_energy_ha=-0.3209 de_lowest_ev=9.479 homo_lumo_gap_ev=9.304 max_force_ev_per_a=4.8 total_energy_ha=-400.8284 lumo_ev=0.57 mol_weight_g_mol=115.132
C -1.78045 -1.75840 0.58170 -1.5 3.9 1.4 -0.965
C -0.32528 -1.08868 0.82745 -0.7 -4.7 -0.8 0.429
C 0.52876 -2.06762 1.26200 0.2 -0.5 0.3 -0.509
C 0.32312 0.61797 -0.71014 0.8 2.1 -3.1 0.744
C 1.25889 -0.37992 -1.42892 2.1 0.0 -0.1 -0.724
H -2.22789 -0.87956 -0.27602 0.3 -3.4 2.5 0.235
H -2.53175 -1.68179 1.94220 2.0 0.2 -4.2 0.227
H -1.85976 -2.90644 0.48387 0.3 2.3 -0.6 0.380
H 1.55262 -1.92471 1.91242 -2.5 -0.6 -2.4 0.264
H -0.01079 -3.15870 0.90670 2.3 2.9 2.2 0.121
H 2.17952 -0.33497 -0.55447 -2.5 -0.8 -2.5 0.231
H 1.79848 0.13363 -2.36387 -1.7 -1.4 2.0 0.320
H 0.85597 -1.55307 -1.62930 1.2 3.6 0.7 0.244
H 0.30492 3.64513 -0.04361 -0.1 -1.2 -1.1 0.322
N 0.18265 1.89516 -1.06380 2.3 -1.8 0.5 -0.564
O -0.12935 0.19868 0.42280 -1.6 -0.3 4.4 -0.346
O -0.04190 2.73310 0.06172 -1.0 -0.5 0.8 -0.408